Record 1
{"formula": "C16H20BrN3O2RuS", "method": "ωB97M-V/def2-TZVPD", "symbols": ["Ru", "N", "C", "C", "C", "C", "N", "H", "H", "H", "H", "H", "H", "H", "H", "H", "H", "H", "H", "O", "C", "O", "C", "C", "C", "C", "C", "C", "S", "H", "H", "H", "H", "Br", "C", "C", "C", "C", "N", "C", "H", "H", "H", "H"], "coordinates": [[0.4493, -0.4007, -0.2446], [-0.7861, -1.7851, -1.8623], [-0.2903, -3.1519, -2.0515], [-0.6282, -4.0192, -0.8406], [0.0025, -3.5451, 0.4720], [1.5411, -3.5403, 0.4102], [2.0498, -2.1758, 0.2191], [-1.7813, -1.8078, -1.6341], [-0.6877, -1.2626, -2.7323], [0.7901, -3.0889, -2.2083], [-0.7290, -3.6160, -2.9452], [-0.2877, -5.0365, -1.0369], [-1.7141, -4.0581, -0.7279], [-0.3389, -4.2046, 1.2702], [-0.3483, -2.5190, 0.7165], [1.8695, -4.1567, -0.4286], [1.9552, -3.9844, 1.3216], [2.8443, -2.1411, -0.4160], [2.3623, -1.7768, 1.1047], [2.8880, 2.3403, 1.1895], [2.3367, 1.9913, 0.1637], [2.2654, 0.8031, -0.2811], [1.6760, 3.0725, -0.6960], [2.0776, 4.3801, -0.4598], [1.5016, 5.4371, -1.1449], [0.5132, 5.1876, -2.0885], [0.1169, 3.8944, -2.3456], [0.6820, 2.8138, -1.6495], [0.0309, 1.2615, -2.0667], [2.8423, 4.5455, 0.2829], [1.8076, 6.4497, -0.9307], [0.0448, 6.0026, -2.6197], [-0.6516, 3.6842, -3.0727], [-5.1361, 0.8864, 1.5655], [-3.3260, 0.6125, 2.0442], [-2.9538, 0.4488, 3.3737], [-1.6193, 0.2190, 3.6641], [-0.7060, 0.1571, 2.6239], [-1.0727, 0.3066, 1.3481], [-2.3502, 0.5392, 1.0562], [-3.6959, 0.4922, 4.1543], [-1.2937, 0.0825, 4.6831], [0.3516, -0.0074, 2.8120], [-2.6020, 0.6700, 0.0085]], "multiplicity": 6, "homo_energy_ev": [-11.178, -11.472], "gap_ha": [0.304, 0.224], "fmax_ev_per_a": 2.5, "e_tot_ev": -108934.4310, "relative_energy_kcal_mol": 18.4, "charge": 1, "s2": 8.777}


Record 2
{"formula": "C16H20Cl5FeN2P2", "method": "ωB97M-V/def2-TZVPD", "symbols": ["Fe", "C", "P", "C", "C", "C", "C", "C", "C", "C", "P", "C", "C", "H", "H", "H", "H", "H", "H", "H", "H", "H", "H", "H", "H", "H", "H", "H", "H", "Cl", "C", "C", "C", "Cl", "C", "Cl", "C", "Cl", "C", "Cl", "N", "N", "H", "H", "H", "H"], "coordinates": [[0.5509, 1.0626, 0.0948], [2.0905, -2.2519, -0.6269], [0.9467, -0.9280, -1.1573], [1.4032, -0.7414, -2.9266], [-0.6627, -1.7985, -1.2940], [-0.7341, -3.1098, -1.7599], [-1.9517, -3.7586, -1.8654], [-3.1202, -3.0935, -1.5237], [-3.0646, -1.7841, -1.0796], [-1.8432, -1.1257, -0.9503], [-1.7611, 0.6177, -0.3785], [-3.1699, 0.7428, 0.7786], [-2.4441, 1.4988, -1.8407], [2.0641, -3.0905, -1.3189], [1.8139, -2.5886, 0.3720], [3.1027, -1.8568, -0.5924], [1.2918, -1.6934, -3.4434], [2.4394, -0.4087, -3.0021], [0.7602, -0.0001, -3.4014], [0.1642, -3.6405, -2.0468], [-1.9893, -4.7823, -2.2131], [-4.0749, -3.5959, -1.6037], [-3.9894, -1.2799, -0.8330], [-4.1053, 0.4903, 0.2843], [-3.2330, 1.7652, 1.1452], [-3.0047, 0.0802, 1.6266], [-3.3844, 1.0430, -2.1473], [-1.7384, 1.4525, -2.6707], [-2.6186, 2.5438, -1.5802], [3.6368, 0.6423, 0.9177], [2.5926, 0.7023, 2.3081], [1.2539, 1.0027, 2.0748], [0.4938, 1.2898, 3.2047], [-1.1204, 1.8611, 2.9690], [0.9902, 1.1784, 4.5001], [-0.0050, 1.5306, 5.8523], [2.3152, 0.7828, 4.6836], [2.9485, 0.6209, 6.2665], [3.1360, 0.5616, 3.5775], [4.7888, 0.1469, 3.7915], [1.3039, 3.4710, 0.0269], [1.4303, 2.7473, -1.2151], [1.3017, 4.4753, -0.1174], [2.0980, 3.2458, 0.6143], [2.3472, 2.8405, -1.6415], [0.7505, 3.1319, -1.8590]], "multiplicity": 5, "homo_energy_ev": [-11.317, -11.313], "gap_ha": [0.318, 0.286], "fmax_ev_per_a": 1.3, "e_tot_ev": -135468.2576, "relative_energy_kcal_mol": 0.0, "charge": 1, "s2": 6.017}


Record 3
{"formula": "C16H20CoF5NO5STe", "method": "ωB97M-V/def2-TZVPD", "symbols": ["Co", "C", "O", "C", "C", "O", "C", "H", "H", "H", "H", "H", "H", "H", "H", "H", "H", "O", "N", "O", "S", "C", "C", "C", "C", "C", "C", "C", "C", "C", "C", "C", "C", "H", "H", "H", "H", "H", "H", "H", "H", "H", "H", "F", "Te", "F", "F", "F", "F", "O"], "coordinates": [[0.0114, 0.1228, 0.2209], [-2.9937, 0.4259, 0.6093], [-1.6609, 0.4876, 1.1676], [-1.5070, 1.5416, 2.1541], [-0.1519, 1.3285, 2.7485], [0.7596, 1.2572, 1.6350], [1.6229, 2.3990, 1.4184], [-3.6955, 0.2415, 1.4197], [-3.0268, -0.4027, -0.0924], [-3.2325, 1.3637, 0.1070], [-2.2980, 1.4574, 2.8995], [-1.5848, 2.5046, 1.6443], [-0.0917, 0.3744, 3.2707], [0.1275, 2.1308, 3.4292], [2.2445, 2.5245, 2.3019], [1.0260, 3.2886, 1.2236], [2.2442, 2.1630, 0.5608], [-0.5448, -2.2304, -1.1203], [-0.7603, -1.1668, -0.8511], [-0.2115, 1.5713, -0.8598], [-1.1773, 2.0459, -1.9996], [-0.1769, 3.1491, -2.9398], [1.2094, 3.1044, -2.8726], [1.9267, 4.0020, -3.6465], [1.2595, 4.9269, -4.4423], [-0.1273, 4.9515, -4.4926], [-0.8655, 4.0648, -3.7230], [-1.3189, 0.6726, -3.1083], [-2.5877, 0.3275, -3.5563], [-2.7135, -0.7390, -4.4381], [-1.5869, -1.4428, -4.8422], [-0.3189, -1.0765, -4.3919], [-0.1749, -0.0127, -3.5206], [1.7140, 2.3936, -2.2319], [3.0077, 3.9780, -3.6326], [1.8269, 5.6519, -5.0097], [-0.6374, 5.6732, -5.1152], [-1.9485, 4.0954, -3.7337], [-3.4618, 0.8770, -3.2278], [-3.6911, -1.0179, -4.8067], [-1.6940, -2.2815, -5.5171], [0.5561, -1.6076, -4.7425], [0.8105, 0.3149, -3.2097], [0.5457, -1.3472, 1.4810], [2.4156, -1.5056, 0.8059], [4.0842, -1.5422, 0.1073], [2.9175, -0.2494, 2.0382], [1.8729, -2.9432, -0.1967], [2.7045, -2.7046, 2.1348], [1.7018, -0.2866, -0.4012]], "multiplicity": 2, "homo_energy_ev": [-15.234, -15.236], "gap_ha": [0.239, 0.231], "fmax_ev_per_a": 1.7, "e_tot_ev": -97967.1380, "relative_energy_kcal_mol": 4.4, "charge": 2, "s2": 0.837}


Record 4
{"formula": "C16H20CuN5", "method": "ωB97M-V/def2-TZVPD", "symbols": ["Cu", "C", "C", "C", "C", "N", "C", "C", "C", "C", "C", "C", "C", "H", "H", "H", "H", "H", "H", "H", "H", "N", "N", "H", "H", "H", "H", "C", "C", "C", "C", "N", "N", "C", "H", "H", "H", "H", "H", "H", "H", "H"], "coordinates": [[-0.1625, 0.4156, 0.5907], [-2.0151, -2.6977, -2.1916], [-1.8814, -3.8131, -1.3768], [-1.3822, -3.6641, -0.0989], [-1.0279, -2.3947, 0.3716], [-1.1628, -1.3279, -0.4307], [-1.6313, -1.4788, -1.6651], [-0.4685, -2.1494, 1.7365], [-0.4431, -3.1876, 2.6709], [0.0756, -2.9855, 3.9381], [0.5665, -1.7318, 4.2748], [0.5239, -0.7013, 3.3434], [0.0148, -0.8590, 2.0468], [-2.3962, -2.7681, -3.2007], [-2.1574, -4.7955, -1.7394], [-1.2578, -4.5344, 0.5274], [-1.6979, -0.5722, -2.2593], [-0.8419, -4.1663, 2.4339], [0.0866, -3.7948, 4.6573], [0.9712, -1.5564, 5.2653], [0.8949, 0.2718, 3.6517], [2.9054, 0.6982, 0.3500], [2.3291, -0.3119, -0.4828], [3.8350, 0.4454, 0.6697], [2.3011, 0.7483, 1.1694], [2.4633, -1.2441, -0.1066], [2.7504, -0.2539, -1.3997], [1.9938, 4.3525, -2.3643], [0.8595, 3.5755, -1.7886], [-0.5064, 3.7161, -1.9277], [-1.0744, 2.6985, -1.1388], [-0.1145, 1.9888, -0.5634], [1.0507, 2.5318, -0.9645], [-2.5105, 2.3881, -0.8817], [1.6200, 5.0691, -3.0922], [2.7093, 3.6998, -2.8657], [2.5276, 4.9037, -1.5888], [-1.0230, 4.4516, -2.5203], [1.9158, 2.1071, -0.6286], [-3.1308, 2.6921, -1.7237], [-2.8639, 2.9137, 0.0071], [-2.6451, 1.3208, -0.7048]], "homo_energy_ev": -6.730, "gap_ha": 0.275, "fmax_ev_per_a": 0.1, "e_tot_ev": -69006.0218, "relative_energy_kcal_mol": 0.0}